Below is a cluster of 2 separate species, C6H14N2O2 in total, with properties calculated with wB97M-V/def2-TZVPD.

Each line ends with the natural charge from an NBO analysis.
Atoms and positions in Å:
O: 1.94214 1.53019 0.12251  -0.6143
O: -3.00000 -1.13522 1.69920  -0.6106
N: 1.09618 -0.01092 -1.36948  -0.6518
N: -1.44622 0.34377 0.83488  -0.6206
C: 2.91311 -0.62856 0.08784  -0.7417
C: -1.52238 -1.90654 0.05760  -0.7154
C: 0.34342 1.07832 -2.01059  -0.4655
C: -1.98815 -0.88792 1.04310  0.6569
C: 1.98582 0.39223 -0.35781  0.6556
C: -1.81095 1.42925 1.81910  -0.4350
H: -2.61075 2.06529 1.22991  0.2103
H: 0.72362 1.98773 -1.45887  0.2561
H: 1.21763 -0.98875 -1.76293  0.4098
H: -0.46886 0.36130 0.49189  0.4059
H: -1.06874 2.24729 1.76283  0.2100
H: -0.75479 1.12761 -2.02005  0.2112
H: -2.19434 -2.69483 -0.24876  0.2425
H: -0.99231 -1.56971 -0.86717  0.2105
H: 2.40255 -1.49879 0.47194  0.2384
H: 3.64249 -0.22035 0.86931  0.2550
H: -0.73810 -2.46632 0.45895  0.2217
H: 3.73906 -0.97329 -0.57797  0.2497
H: 0.48707 1.22383 -3.11274  0.2013
H: -1.89749 1.19438 2.83732  0.2200

Output
- energy relative to the best compared isomer or geometry (same formula, charge and spin) (kJ/mol) = 215.55
- strongest force on any atom (eV/Å) = 5.41
- gap between HOMO and LUMO (eV) = 10.04
- SMILES = CNC(C)=O.CNC(C)=O
- HOMO (eV) = -9.52
- calculated total energy (Ha) = -496.9754
- molecular weight (g/mol) = 146.19